Formula: C6H6N2
Source: OMol25
Level of theory: ωB97M-V/def2-TZVPD

Highest occupied orbital energy ... -8.46 eV
HOMO-LUMO gap ... 9.46 eV
Structure (SMILES) ... C1=Cn2ccnc2C1
Total energy ... -341.61052 Eh
Relative energy (zero: lowest compared OMol25 entry of this formula, charge and spin) ... 294.2 kJ/mol

Last column: Mulliken charge in e.
Cartesian coordinates (Å):
1 C 1.337 -1.230 0.055  -0.42
2 C 2.127 0.113 0.080  -0.47
3 C 1.325 1.200 -0.143  -0.20
4 C -1.569 1.136 0.056  -0.22
5 C -2.149 -0.138 0.025  -0.30
6 C -0.088 -0.700 -0.128  0.30
7 H 1.681 -1.750 0.963  0.25
8 H 1.753 -1.798 -0.674  0.33
9 H 3.063 0.667 0.120  0.30
10 H 1.607 2.258 -0.158  0.36
11 H -1.850 2.335 0.095  0.29
12 H -3.261 -0.578 0.216  0.30
13 N -0.048 0.742 0.062  0.06
14 N -1.223 -1.231 -0.095  -0.58

Atoms 1-3, force components in eV/Å:
C 0.8483 3.2893 2.1490
C -1.3167 3.5855 -1.6016
C -1.6893 -2.1253 1.9069

---

Formula: C3H6NO3
Source: OMol25
Level of theory: ωB97M-V/def2-TZVPD

Highest occupied orbital energy ... -4.53 eV
HOMO-LUMO gap ... 8.86 eV
Total energy ... -398.45978 Eh
Total charge ... -1
Relative energy (zero: lowest compared OMol25 entry of this formula, charge and spin) ... 90.0 kJ/mol

Last column: Mulliken charge in e.
Cartesian coordinates (Å):
1 C -1.346 -0.023 -2.572  -0.72
2 C -0.211 0.073 -1.872  0.02
3 O 0.531 -0.966 -1.463  -0.58
4 H -1.863 0.861 -2.922  0.24
5 H -1.764 -0.976 -2.879  0.25
6 H 0.062 1.026 -1.417  0.31
7 H 0.656 -0.964 -0.470  0.44
8 N 0.680 0.181 3.011  -0.51
9 C 0.489 0.036 1.625  0.71
10 O 0.966 -1.013 1.110  -0.84
11 O -0.128 0.948 1.038  -0.71
12 H 0.436 1.071 3.404  0.21
13 H 1.492 -0.255 3.407  0.19

Atoms 1-3, force components in eV/Å:
C 0.3023 -0.1757 -0.5546
C -0.7269 0.2217 0.9657
O -0.2928 -0.4789 -0.8501

---

Formula: C24H20CaClN4O4P
Source: OMol25
Level of theory: ωB97M-V/def2-TZVPD

Highest occupied orbital energy ... -7.94 eV
HOMO-LUMO gap ... 8.06 eV
Total energy ... -2925.57106 Eh
Relative energy (zero: lowest compared OMol25 entry of this formula, charge and spin) ... 6.0 kJ/mol

Last column: Mulliken charge in e.
Cartesian coordinates (Å):
1 Ca -1.141 -1.363 -1.940  1.48
2 C 5.873 -0.753 0.226  -0.44
3 C 4.910 -0.849 1.221  -0.74
4 C 3.568 -0.694 0.907  0.27
5 C 3.177 -0.449 -0.408  -0.14
6 C 4.150 -0.362 -1.400  -0.27
7 C 5.493 -0.506 -1.085  -0.67
8 P 1.439 -0.228 -0.917  0.65
9 C 0.546 -1.197 0.366  -0.87
10 C 0.585 -2.589 0.256  0.30
11 C -0.150 -3.387 1.123  -0.63
12 C -0.934 -2.801 2.107  -0.58
13 C -0.978 -1.416 2.223  -0.67
14 C -0.244 -0.618 1.357  0.17
15 C 1.049 1.492 -0.466  0.17
16 C 1.951 2.310 0.163  -0.47
17 C 1.631 3.658 0.432  -0.94
18 C 0.420 4.159 0.057  -0.87
19 C -0.531 3.340 -0.604  1.08
20 C -1.780 3.867 -1.020  -0.95
21 C -2.672 3.066 -1.673  -0.58
22 C -2.363 1.701 -1.899  -0.42
23 C -1.178 1.099 -1.506  -0.34
24 C -0.234 1.979 -0.871  0.34
25 H 6.920 -0.876 0.472  0.38
26 H 5.203 -1.045 2.244  0.40
27 H 2.820 -0.768 1.687  0.42
28 H 3.851 -0.189 -2.427  0.41
29 H 6.240 -0.439 -1.865  0.40
30 H 1.182 -3.059 -0.520  0.53
31 H -0.125 -4.461 1.006  0.46
32 H -1.518 -3.421 2.774  0.39
33 H -1.588 -0.949 2.986  0.41
34 H -0.286 0.459 1.447  0.31
35 H 2.922 1.929 0.456  0.35
36 H 2.356 4.290 0.928  0.40
37 H 0.172 5.197 0.248  0.38
38 H -1.996 4.913 -0.836  0.37
39 H -3.618 3.471 -2.014  0.38
40 H -3.137 1.107 -2.384  0.21
41 N -4.850 0.787 2.814  -0.45
42 C -4.175 0.431 1.704  0.70
43 N -3.322 1.314 1.170  -0.22
44 N -4.406 -0.787 1.240  -0.80
45 C -3.781 -1.165 0.157  0.62
46 N -3.284 -1.506 -0.835  -0.70
47 H -4.639 1.631 3.312  0.19
48 H -5.424 0.090 3.254  0.26
49 H -3.349 2.278 1.459  0.30
50 H -2.911 1.145 0.251  -0.05
51 O 0.758 -4.764 -2.652  -0.61
52 Cl -0.361 -4.013 -3.094  1.90
53 O -1.036 -4.631 -4.180  -0.63
54 O 0.077 -2.653 -3.478  -0.88
55 O -1.285 -3.777 -1.973  -0.72

Atoms 1-3, force components in eV/Å:
Ca -0.0570 -0.0252 0.1078
C 0.0066 0.0116 0.0011
C -0.0115 0.0072 -0.0013